No. 1
58
Properties=species:S:1:pos:R:3:lowdin_charge:R:1 method="wB97M-V/def2-TZVPD" lumo_ev=0.289 orbital_gap_ha=0.31424 energy_ev=-45176.341 homo_ev=-8.262 relative_energy_kj_mol=84.5
C -0.82520 -5.24440 2.03807 -0.049
C -1.57954 -4.02335 2.46723 -0.233
C -1.38192 -2.70652 1.98488 0.005
C -2.26578 -1.87165 2.64494 -0.161
C -2.58053 -0.42829 2.74610 -0.379
O -3.26695 -0.05819 3.69652 0.038
N -2.11992 0.45345 1.81415 -0.041
C -2.31360 1.87693 2.03498 -0.147
C -0.99423 2.63220 2.16151 -0.140
C -0.14697 2.60797 0.88282 -0.189
N 0.71891 1.45120 0.66872 -0.167
C 1.96922 1.51991 1.41103 -0.188
C 3.04704 0.65050 0.77539 -0.160
N 3.28150 1.02178 -0.60997 0.070
C 4.15627 2.02564 -0.90817 -0.453
O 4.94827 2.46727 -0.09962 0.077
C 4.07865 2.53530 -2.35550 -0.238
C 4.12702 1.38637 -3.39127 -0.178
C 5.59967 1.03961 -3.55556 -0.212
S 6.34716 2.64693 -3.77141 0.666
O 7.70150 2.67211 -3.29505 -0.310
O 6.04719 3.08417 -5.11285 -0.317
C 5.23287 3.50015 -2.64750 -0.167
C 0.11534 0.12160 0.77948 -0.172
C -1.39895 0.07455 0.61548 -0.132
N -2.97316 -2.66165 3.50975 0.124
C -2.57711 -3.95671 3.41994 -0.263
C -3.19302 -5.02566 4.25636 -0.014
H -1.45655 -6.13352 2.05118 0.070
H -0.45082 -5.12793 1.02080 0.074
H 0.03373 -5.44242 2.68318 0.080
H -0.64486 -2.43306 1.24943 0.095
H -2.88560 2.28921 1.19497 0.129
H -2.91302 1.98758 2.93347 0.116
H -1.23190 3.67294 2.39771 0.115
H -0.42248 2.24056 3.00769 0.120
H -0.81152 2.72831 0.02159 0.112
H 0.51115 3.47763 0.86832 0.114
H 2.32208 2.55275 1.40212 0.123
H 1.84783 1.21635 2.46408 0.125
H 3.98204 0.77221 1.31731 0.123
H 2.77583 -0.40548 0.81105 0.113
H 2.47521 0.94187 -1.21150 0.129
H 3.12194 3.05733 -2.43987 0.152
H 3.54800 0.52223 -3.07365 0.108
H 3.72689 1.73335 -4.34432 0.122
H 6.02505 0.58936 -2.65748 0.116
H 5.83657 0.43997 -4.43138 0.111
H 4.91862 4.40483 -3.16228 0.111
H 5.78175 3.74258 -1.74025 0.102
H 0.56078 -0.53660 0.02340 0.116
H 0.34895 -0.32968 1.75636 0.123
H -1.70220 -0.92828 0.32666 0.109
H -1.71768 0.73283 -0.19659 0.129
H -3.64119 -2.25967 4.14853 0.160
H -2.75320 -5.99160 4.01677 0.071
H -3.03212 -4.84345 5.32084 0.083
H -4.26947 -5.09559 4.08802 0.082



No. 2
24
Properties=species:S:1:pos:R:3:lowdin_charge:R:1 method="wB97M-V/def2-TZVPD" lumo_ev=0.627 orbital_gap_ha=0.35563 energy_ev=-12491.661 homo_ev=-9.050 relative_energy_kj_mol=199.4
N -0.99987 1.85035 -0.03166 -0.016
C -1.07682 1.20556 -1.29554 -0.295
C 0.17168 0.36805 -1.71931 -0.155
C 1.67344 0.64410 -1.11777 -0.278
N 2.71395 -0.30250 -1.55942 -0.038
H -1.61506 2.67065 -0.03997 0.104
H -0.18428 2.11923 0.35458 0.030
H -1.90991 0.50721 -1.30546 0.087
H -1.22921 2.04474 -2.10009 0.135
H 0.33242 0.50449 -2.84652 0.113
H 0.14506 -0.73479 -1.55876 0.092
H 2.07099 1.63473 -1.45527 0.107
H 1.71636 0.59231 -0.03267 0.092
H 2.87939 -0.45323 -2.54844 0.059
H 2.59483 -1.23478 -1.11958 0.076
H -0.82965 0.12284 0.95412 0.023
H -2.13860 -0.29172 0.36998 0.017
O -1.61139 -0.42524 1.12950 -0.084
H -0.56853 0.66403 3.38040 0.005
H -0.68246 -0.77819 3.00458 0.050
O -0.04725 -0.02908 3.06679 -0.047
H -0.84259 -2.08754 1.04534 -0.015
H -0.01420 -3.07033 1.49519 0.055
O -0.38298 -2.83954 0.59568 -0.113



No. 3
11
Properties=species:S:1:pos:R:3:lowdin_charge:R:1 method="wB97M-V/def2-TZVPD" lumo_ev=0.895 orbital_gap_ha=0.38032 energy_ev=-7198.972 homo_ev=-9.454 relative_energy_kj_mol=78.7
O 2.32228 0.48376 -0.28601 -0.001
C 1.64139 0.46396 0.72068 -0.412
N 0.34528 0.18250 0.73033 0.027
C -0.32246 -0.09034 -0.58346 -0.240
N -1.69173 -0.46968 -0.35698 0.013
H 2.09314 0.72943 1.68535 0.125
H -0.14831 0.05944 1.58598 0.115
H -0.26669 0.80452 -1.19111 0.122
H 0.26267 -0.93239 -0.93806 0.119
H -1.87074 -1.41425 -0.65422 0.067
H -2.36483 0.18303 -0.71249 0.064



No. 4
13
Properties=species:S:1:pos:R:3:lowdin_charge:R:1 method="wB97M-V/def2-TZVPD" lumo_ev=0.755 orbital_gap_ha=0.36385 energy_ev=-7230.258 homo_ev=-9.146 relative_energy_kj_mol=199.7
C 1.23724 -1.34054 1.33158 -0.123
N 1.01289 -0.26044 0.36454 -0.061
C 0.72346 -0.58274 -0.95350 -0.350
N 0.69316 0.27297 -1.89810 0.047
H 0.30392 -1.45776 1.88778 0.068
H 1.41504 -2.33203 0.93633 0.069
H 1.94511 -1.13808 2.13705 0.080
H 1.80923 0.35109 0.51496 0.120
H 0.23645 -1.55256 -1.13456 0.123
H 0.82898 -0.27812 -2.74249 0.031
H -2.80163 1.66267 -0.15798 0.038
H -2.44606 1.29702 1.19109 0.020
O -3.09194 1.85131 0.74830 -0.063



No. 5
19
Properties=species:S:1:pos:R:3:lowdin_charge:R:1 method="wB97M-V/def2-TZVPD" lumo_ev=1.129 orbital_gap_ha=0.45286 energy_ev=-5411.734 homo_ev=-11.194 relative_energy_kj_mol=30.4
C -1.35523 -1.48346 0.21984 -0.328
C 0.07889 -1.55922 -0.37702 -0.109
C -2.35755 -2.44898 -0.39408 -0.126
H -1.22785 -1.66319 1.29542 0.095
H -1.67833 -0.44123 0.16311 0.090
H 0.60034 -2.41281 0.06441 0.067
H -3.24879 -2.60660 0.20822 0.064
H -2.62903 -2.04441 -1.37075 0.071
H 0.58682 -0.65810 -0.04807 0.052
H -0.01609 -1.84633 -1.40375 0.058
H -1.88815 -3.42209 -0.52200 0.068
C 0.91318 2.62622 0.56699 -0.167
C 2.33127 2.48244 0.00417 -0.176
H 0.87534 3.57155 1.06798 0.051
H 0.21480 2.66372 -0.26797 0.063
H 0.64792 1.82780 1.24494 0.052
H 3.10598 2.55804 0.77259 0.060
H 2.49968 1.55231 -0.53877 0.053
H 2.54680 3.30435 -0.68526 0.061



No. 6
31
Properties=species:S:1:pos:R:3:lowdin_charge:R:1 method="wB97M-V/def2-TZVPD" lumo_ev=-6.981 orbital_gap_ha=0.39956 energy_ev=-19161.281 homo_ev=-17.853 charge=+2 relative_energy_kj_mol=259.0
Be -0.15186 0.09373 0.51529 0.148
C 0.40433 -0.58397 -2.90239 -0.042
C 1.28077 0.23168 -1.97059 -0.205
O 0.40539 0.70647 -0.99909 -0.206
H -0.20849 -1.34999 -2.42724 0.069
H 1.06905 -1.02055 -3.64781 0.109
H -0.30761 0.03505 -3.44833 0.100
H 1.70564 1.05924 -2.53869 0.149
H 2.11615 -0.39080 -1.64999 0.142
H -0.02747 1.46364 -1.40025 0.124
O 0.53281 -1.16382 1.87743 -0.045
H -0.00300 -1.44986 2.61723 0.112
H 1.41003 -1.05446 2.24452 0.110
O -0.30984 1.99922 0.31924 0.021
H -0.45026 2.67651 0.98089 0.124
H -0.43679 2.44952 -0.51583 0.116
O -1.61626 0.29541 -0.73212 0.005
H -2.49767 -0.06232 -0.62550 0.116
H -1.44250 0.22960 -1.67112 0.085
O -1.77293 -0.41400 1.51739 0.026
H -1.88506 -0.45812 2.46698 0.108
H -2.32346 -1.11952 1.17770 0.116
O -0.33220 -1.70202 -0.10475 0.035
H -0.44756 -2.22636 0.68771 0.092
H -0.26696 -2.34517 -0.81068 0.113
O -0.12037 0.83275 2.33694 -0.019
H -0.53039 0.32302 3.03572 0.095
H 0.07676 1.67804 2.74047 0.127
O 1.67225 0.36981 0.86538 0.040
H 2.10636 0.02377 1.64514 0.102
H 2.35114 0.87352 0.41636 0.134